[1]
The following is a DFT calculation (ωB97M-V/def2-TZVPD) of a structure of composition C42H43ClHgP2 at a distorted geometry.

Structure (ORCA input):
```
! wB97M-V def2-TZVPD RIJCOSX def2/J DEFGRID3
* xyz 0 1
Hg 1.73 0.12 2.37
C 4.66 -3.71 -1.45
C 3.69 -2.89 -1.90
C 2.51 -3.25 -2.76
C 1.22 -3.56 -1.95
C 1.44 -4.20 -0.61
C 2.16 -5.32 -0.46
C 3.18 -5.81 -1.44
C 4.58 -5.17 -1.18
C -0.32 0.35 2.27
H 5.65 -3.27 -1.21
H 3.73 -1.82 -1.66
H 2.72 -4.05 -3.48
H 2.25 -2.36 -3.35
H 0.67 -2.61 -1.79
H 0.59 -4.22 -2.58
H 0.90 -3.77 0.24
H 2.02 -5.96 0.43
H 2.88 -5.59 -2.47
H 3.27 -6.89 -1.31
H 4.84 -5.35 -0.12
H 5.34 -5.70 -1.78
H -0.77 0.26 3.27
H -0.81 -0.36 1.58
H -0.44 1.39 1.96
P -0.96 3.22 -0.26
P -3.41 1.72 1.16
C -2.12 2.22 -1.20
C -3.28 1.81 -0.62
C -1.30 4.83 -1.17
C -1.84 4.91 -2.46
C -2.18 6.15 -3.01
C -1.95 7.33 -2.29
C -1.38 7.26 -1.01
C -1.07 6.02 -0.45
C 0.54 2.58 -1.09
C 0.83 1.22 -0.92
C 2.01 0.69 -1.43
C 2.85 1.49 -2.22
C 2.51 2.83 -2.45
C 1.37 3.39 -1.87
C -5.21 2.27 1.21
C -5.55 3.52 0.64
C -6.88 3.92 0.55
C -7.91 3.10 1.04
C -7.57 1.88 1.64
C -6.23 1.48 1.74
C -3.59 -0.10 1.33
C -3.52 -0.62 2.64
C -3.65 -1.99 2.85
C -3.86 -2.86 1.77
C -3.95 -2.34 0.48
C -3.80 -0.97 0.25
H -1.88 2.05 -2.26
H -4.16 1.55 -1.21
H -2.02 4.02 -3.05
H -2.62 6.21 -4.01
H -2.22 8.29 -2.72
H -1.18 8.18 -0.45
H -0.66 5.96 0.55
H 0.13 0.57 -0.38
H 2.28 -0.35 -1.21
H 3.76 1.06 -2.65
H 3.15 3.45 -3.08
H 1.11 4.43 -2.04
H -4.78 4.17 0.24
H -7.14 4.88 0.08
H -8.96 3.40 0.95
H -8.36 1.22 2.02
H -6.00 0.53 2.21
H -3.35 0.06 3.48
H -3.59 -2.38 3.87
H -3.98 -3.93 1.95
H -4.15 -3.00 -0.36
H -3.88 -0.58 -0.77
Cl 2.47 -3.09 3.13
C 4.13 -2.79 2.73
C 5.07 -3.83 2.84
C 6.35 -3.64 2.30
C 6.57 -2.51 1.50
C 5.65 -1.45 1.46
C 4.52 -1.49 2.32
C 3.81 -0.30 2.85
H 4.83 -4.75 3.38
H 7.15 -4.35 2.51
H 7.48 -2.45 0.91
H 5.86 -0.57 0.85
H 4.36 0.63 2.64
H 3.69 -0.41 3.95
*
```



[2]
The following is a DFT calculation (ωB97M-V/def2-TZVPD) of a cluster of 11 separate species, C42H43F17O24 in total at a distorted geometry.

Structure (ORCA input):
```
! wB97M-V def2-TZVPD RIJCOSX def2/J DEFGRID3
* xyz 0 1
F -1.07 2.40 1.23
C -0.44 1.46 0.44
C -0.55 0.17 0.80
C 0.10 -0.80 0.01
C 0.81 -0.31 -1.10
C 1.03 1.04 -1.37
C 0.27 1.93 -0.59
H -1.18 -0.13 1.67
H 0.11 -1.87 0.29
H 1.38 -0.96 -1.69
H 1.62 1.39 -2.25
H 0.32 2.99 -0.68
F -1.83 7.01 1.08
C -0.88 6.73 0.19
C 0.35 7.31 0.36
C 1.27 6.93 -0.61
C 1.04 6.01 -1.65
C -0.24 5.52 -1.78
C -1.22 5.92 -0.87
H 0.65 7.93 1.21
H 2.30 7.23 -0.46
H 1.82 5.69 -2.35
H -0.56 4.88 -2.59
H -2.28 5.74 -1.03
C -3.66 -1.93 -0.99
C -3.96 -0.68 -0.10
O -3.97 -1.23 1.20
C -4.13 -2.58 1.10
O -4.25 -3.30 2.00
O -4.08 -2.93 -0.15
F -5.22 -0.22 -0.40
H -2.58 -2.04 -1.29
H -4.25 -2.11 -1.87
H -3.31 0.21 -0.23
C -2.93 -0.76 4.26
C -3.94 -1.33 5.18
O -3.67 -2.67 5.21
C -2.55 -2.98 4.55
O -1.98 -4.01 4.58
O -2.24 -1.89 3.80
F -5.16 -1.14 4.55
H -2.23 -0.03 4.70
H -3.38 -0.23 3.36
H -4.08 -0.87 6.15
C -1.02 -5.96 -3.58
C -1.15 -5.23 -4.83
O 0.01 -4.41 -4.80
C 0.32 -4.16 -3.43
O 1.16 -3.34 -3.13
O -0.35 -5.03 -2.74
F -2.33 -4.52 -4.87
H -0.45 -6.91 -3.56
H -2.04 -6.15 -3.26
H -1.12 -5.74 -5.78
C 2.59 3.36 3.49
C 2.79 3.75 5.01
O 2.41 5.09 5.08
C 2.23 5.61 3.82
O 1.87 6.74 3.70
O 2.36 4.64 2.89
F 4.15 3.58 5.28
H 1.76 2.73 3.34
H 3.46 2.92 3.09
H 2.29 3.25 5.89
C -0.89 -5.57 1.95
C -1.90 -5.03 0.93
O -1.87 -5.87 -0.14
C -0.71 -6.61 -0.02
O -0.40 -7.38 -0.90
O -0.14 -6.47 1.14
F -1.69 -3.69 0.59
H -1.35 -6.11 2.75
H -0.24 -4.82 2.44
H -2.85 -5.03 1.58
C -1.51 4.80 3.24
C -2.89 4.22 3.71
O -2.59 3.15 4.63
C -1.23 3.00 4.65
O -0.72 2.07 5.24
O -0.63 3.89 3.90
F -3.60 3.76 2.59
H -1.31 5.80 3.60
H -1.43 4.75 2.17
H -3.59 4.93 4.29
C -4.01 3.63 -2.25
C -3.05 2.47 -1.89
O -1.97 2.55 -2.80
C -1.76 1.46 -3.66
O -2.10 0.37 -3.39
C -1.10 1.95 -4.99
F -1.73 2.99 -5.51
F 0.23 2.28 -4.80
F -1.10 0.90 -5.84
H -4.57 3.60 -3.23
H -3.53 4.62 -2.21
H -4.77 3.73 -1.44
H -3.48 1.49 -1.97
H -2.66 2.66 -0.94
C 4.17 -2.90 -3.05
C 4.62 -3.55 -4.40
O 4.61 -2.53 -5.38
C 5.84 -2.02 -5.72
O 6.90 -2.27 -5.23
C 5.74 -1.06 -6.92
F 4.72 -1.52 -7.70
F 5.48 0.17 -6.55
F 6.88 -1.11 -7.57
H 3.29 -2.31 -3.21
H 5.00 -2.40 -2.63
H 3.84 -3.65 -2.42
H 3.86 -4.33 -4.69
H 5.58 -4.13 -4.35
C 5.26 -2.43 1.08
C 3.74 -2.20 0.98
O 3.35 -1.56 2.24
C 2.15 -1.88 2.76
O 1.36 -2.76 2.47
C 1.79 -1.02 4.04
F 0.55 -0.62 4.01
F 1.99 -1.88 5.09
F 2.63 0.04 4.21
H 5.85 -1.61 1.41
H 5.56 -2.61 0.01
H 5.52 -3.37 1.58
H 3.20 -3.13 0.91
H 3.47 -1.57 0.11
*
```



[3]
The following is a DFT calculation (ωB97M-V/def2-TZVPD) of a structure of composition C42H43N2O4S2Ti at a distorted geometry.

Structure (ORCA input):
```
! wB97M-V def2-TZVPD RIJCOSX def2/J DEFGRID3
* xyz 0 2
Ti -0.27 0.10 -0.07
C -0.01 -2.44 -3.55
C 0.62 -2.23 -2.20
C 1.72 -1.37 -2.08
C 2.07 -0.42 -3.19
C 2.52 -1.39 -0.93
C 3.75 -0.53 -0.94
C 2.21 -2.27 0.11
C 3.08 -2.46 1.32
C 1.00 -3.00 0.06
C 0.66 -3.88 1.23
C 0.18 -2.94 -1.07
C -1.15 -3.66 -1.10
H -0.52 -1.54 -3.90
H -0.72 -3.26 -3.54
H 0.77 -2.69 -4.27
H 1.53 -0.64 -4.10
H 3.14 -0.47 -3.42
H 1.83 0.60 -2.89
H 4.42 -0.86 -1.73
H 4.29 -0.57 -0.01
H 3.48 0.51 -1.15
H 2.56 -2.11 2.21
H 4.02 -1.94 1.24
H 3.31 -3.52 1.46
H 1.45 -4.61 1.40
H -0.26 -4.43 1.07
H 0.55 -3.29 2.14
H -1.01 -4.73 -1.26
H -1.79 -3.26 -1.88
H -1.68 -3.51 -0.16
C -2.65 -1.25 1.82
C -2.42 -0.43 0.58
N -1.93 0.83 0.72
N -2.43 1.80 -0.09
C -1.64 2.61 -0.68
S 0.09 2.42 -0.73
S -2.30 3.99 -1.51
C -4.10 3.83 -1.14
C -4.42 4.25 0.25
C -4.73 3.30 1.22
C -5.01 3.70 2.52
C -5.00 5.04 2.85
C -4.69 5.99 1.89
C -4.41 5.59 0.59
C -3.05 -0.77 -0.70
C -4.33 -1.28 -0.87
C -4.86 -1.43 -2.14
C -4.13 -1.03 -3.25
C -2.84 -0.54 -3.11
C -2.27 -0.44 -1.84
O -1.01 -0.08 -1.65
H -2.38 -0.67 2.70
H -2.06 -2.17 1.82
H -3.71 -1.52 1.88
H -4.35 2.79 -1.33
H -4.57 4.48 -1.88
H -4.73 2.25 0.96
H -5.25 2.96 3.27
H -5.22 5.35 3.86
H -4.68 7.04 2.14
H -4.16 6.33 -0.16
H -4.92 -1.53 0.00
H -5.86 -1.82 -2.26
H -4.56 -1.11 -4.23
H -2.28 -0.22 -3.97
O 1.92 0.90 0.97
C 1.58 0.89 2.37
C 0.44 -0.16 2.49
O -0.12 -0.35 3.55
O 0.20 -0.78 1.41
C 1.12 2.27 2.80
C -0.21 2.62 2.93
C -0.56 3.89 3.36
C 0.42 4.83 3.63
C 1.75 4.50 3.45
C 2.10 3.24 3.03
C 2.76 0.45 3.23
C 4.06 0.49 2.73
C 5.12 0.07 3.52
C 4.90 -0.36 4.81
C 3.61 -0.36 5.32
C 2.55 0.05 4.54
H 2.34 1.75 0.78
H -0.99 1.90 2.70
H -1.60 4.14 3.49
H 0.15 5.81 3.99
H 2.52 5.23 3.64
H 3.14 2.99 2.89
H 4.24 0.83 1.73
H 6.12 0.08 3.11
H 5.72 -0.69 5.43
H 3.43 -0.68 6.34
H 1.55 0.04 4.95
*
```

⟨S²⟩ = 0.76



[4]
The following is a DFT calculation (ωB97M-V/def2-TZVPD) of a structure of composition C42H43N2O4S2Ti.

Structure (ORCA input):
```
! wB97M-V def2-TZVPD RIJCOSX def2/J DEFGRID3
* xyz 0 2
Ti 0.30 -0.25 0.23
C 0.55 3.80 2.50
C 0.25 3.60 1.03
C -1.08 3.41 0.61
C -2.17 3.27 1.65
C -1.38 3.38 -0.75
C -2.81 3.25 -1.24
C -0.36 3.53 -1.70
C -0.69 3.57 -3.17
C 0.97 3.62 -1.28
C 2.06 3.76 -2.31
C 1.28 3.62 0.08
C 2.73 3.61 0.51
H 0.68 2.85 3.02
H -0.24 4.35 2.99
H 1.46 4.38 2.64
H -2.76 4.18 1.75
H -1.77 3.02 2.63
H -2.88 2.48 1.40
H -3.48 2.88 -0.47
H -2.88 2.58 -2.09
H -3.20 4.23 -1.55
H -0.55 2.59 -3.64
H -0.04 4.27 -3.69
H -1.71 3.87 -3.35
H 2.19 4.81 -2.60
H 1.84 3.19 -3.21
H 3.02 3.40 -1.94
H 3.27 2.83 -0.02
H 2.83 3.40 1.57
H 3.23 4.56 0.31
C 3.94 -1.62 2.43
C 2.55 -1.17 2.06
N 2.23 -0.92 0.83
N 3.25 -1.11 -0.11
C 2.99 -0.60 -1.26
S 1.59 0.34 -1.69
S 4.13 -0.79 -2.56
C 5.32 -1.96 -1.84
C 4.78 -3.34 -1.62
C 4.97 -3.97 -0.39
C 4.50 -5.26 -0.18
C 3.83 -5.93 -1.19
C 3.64 -5.31 -2.42
C 4.11 -4.03 -2.63
C 1.56 -1.01 3.14
C 1.73 -1.72 4.34
C 0.87 -1.58 5.41
C -0.20 -0.68 5.31
C -0.39 0.03 4.15
C 0.46 -0.13 3.05
O 0.20 0.57 1.95
H 4.67 -1.18 1.76
H 4.01 -2.71 2.33
H 4.16 -1.35 3.46
H 5.72 -1.54 -0.92
H 6.11 -1.97 -2.59
H 5.49 -3.44 0.40
H 4.65 -5.74 0.78
H 3.45 -6.93 -1.02
H 3.11 -5.83 -3.21
H 3.95 -3.54 -3.58
H 2.55 -2.42 4.42
H 1.02 -2.17 6.30
H -0.87 -0.55 6.15
H -1.20 0.74 4.06
O -1.76 0.17 -0.23
C -2.54 -0.92 -0.77
C -1.49 -2.04 -1.07
O -1.73 -2.89 -1.89
O -0.42 -1.95 -0.31
C -3.22 -0.41 -2.02
C -2.49 -0.28 -3.20
C -3.05 0.34 -4.30
C -4.35 0.83 -4.25
C -5.08 0.69 -3.08
C -4.52 0.08 -1.97
C -3.47 -1.49 0.29
C -4.43 -2.43 -0.08
C -5.25 -3.00 0.87
C -5.13 -2.64 2.21
C -4.16 -1.72 2.59
C -3.33 -1.15 1.63
H -2.30 0.83 0.22
H -1.47 -0.66 -3.25
H -2.47 0.44 -5.21
H -4.79 1.30 -5.12
H -6.10 1.07 -3.03
H -5.10 -0.01 -1.06
H -4.51 -2.71 -1.12
H -6.00 -3.72 0.57
H -5.77 -3.08 2.96
H -4.04 -1.45 3.63
H -2.55 -0.47 1.95
*
```

⟨S²⟩ = 0.75



[5]
The following is a DFT calculation (ωB97M-V/def2-TZVPD) of a structure of composition C42H43N3O3P2PtS2Te.

Structure (ORCA input):
```
! wB97M-V def2-TZVPD RIJCOSX def2/J DEFGRID3
* xyz 2 1
Pt 1.68 -1.12 -0.48
Te 1.23 -2.60 3.25
C 1.87 -3.52 1.46
C 2.76 -2.86 0.57
C 3.08 -3.53 -0.62
N 2.59 -4.73 -0.96
C 1.83 -5.35 -0.07
C 1.44 -4.78 1.16
C -0.10 -1.22 2.28
P -0.58 0.03 3.22
C 0.07 -0.08 4.87
C -0.37 -1.08 5.75
C 0.18 -1.16 7.02
C 1.16 -0.25 7.40
C 1.59 0.74 6.53
C 1.04 0.84 5.27
C -1.83 1.29 3.10
C -2.43 1.60 4.33
C -3.43 2.55 4.39
C -3.82 3.22 3.24
C -3.22 2.92 2.02
C -2.23 1.96 1.94
P -0.37 -1.51 0.51
C -1.87 -0.61 0.03
C -3.03 -0.81 0.79
C -4.22 -0.23 0.39
C -4.28 0.53 -0.77
C -3.14 0.71 -1.54
C -1.94 0.12 -1.15
C -1.01 -3.20 0.31
C -1.71 -3.87 1.31
C -2.24 -5.13 1.05
C -2.09 -5.71 -0.20
C -1.41 -5.02 -1.20
C -0.87 -3.77 -0.95
H 3.41 -2.08 0.95
H 3.80 -3.11 -1.30
H 1.50 -6.34 -0.34
H 0.78 -5.33 1.81
H -1.15 -1.78 5.45
H -0.16 -1.92 7.70
H 1.59 -0.32 8.39
H 2.35 1.44 6.85
H 1.37 1.62 4.59
H -2.12 1.10 5.24
H -3.89 2.78 5.34
H -4.59 3.97 3.29
H -3.52 3.44 1.12
H -1.77 1.74 0.99
H -3.01 -1.41 1.69
H -5.12 -0.39 0.98
H -5.21 0.98 -1.07
H -3.18 1.29 -2.45
H -1.06 0.24 -1.77
H -1.84 -3.43 2.29
H -2.78 -5.65 1.83
H -2.50 -6.68 -0.40
H -1.30 -5.47 -2.18
H -0.33 -3.25 -1.73
C -2.46 5.88 -3.10
C -1.60 4.85 -2.43
C -1.04 3.79 -3.15
C -0.22 2.86 -2.55
C 0.05 2.98 -1.19
C -0.48 4.03 -0.45
C -1.30 4.95 -1.07
S 1.15 1.87 -0.38
O 2.48 2.43 -0.40
O 0.63 1.57 0.94
O 1.03 0.63 -1.27
H -2.86 5.51 -4.05
H -1.89 6.78 -3.31
H -3.30 6.16 -2.47
H -1.26 3.70 -4.21
H 0.20 2.04 -3.12
H -0.25 4.12 0.61
H -1.71 5.77 -0.50
C 4.59 2.59 -4.87
C 3.28 2.39 -4.12
N 3.43 1.56 -2.92
C 3.49 0.25 -2.89
S 3.81 -0.51 -1.35
N 3.38 -0.45 -4.02
C 3.40 -1.91 -4.15
C 2.01 -2.52 -4.03
H 4.42 3.21 -5.75
H 5.03 1.65 -5.19
H 5.32 3.09 -4.23
H 2.52 1.94 -4.76
H 2.88 3.34 -3.78
H 3.42 2.01 -2.01
H 3.27 0.07 -4.87
H 4.07 -2.30 -3.39
H 3.84 -2.13 -5.12
H 1.58 -2.30 -3.05
H 2.08 -3.61 -4.14
H 1.34 -2.14 -4.80
*
```



no.,electronic energy (eV)
1,-79522.602
2,-139588.896
3,-100210.102
4,-100212.924
5,-105639.848